*w*
{"formula": "C5H4O3", "method": "ωB97M-V/def2-TZVPD", "elements": ["C", "C", "C", "C", "C", "H", "H", "H", "H", "O", "O", "O"], "positions_angstrom": [[-0.99, 0.65, -0.53], [-0.62, -0.43, -1.20], [0.79, -0.29, 0.40], [1.84, -0.86, 1.37], [-0.13, 0.79, 0.63], [-2.22, 1.49, -1.93], [-0.94, -1.01, -2.09], [2.19, -0.08, 1.91], [-0.32, 1.41, 1.52], [-2.08, 1.39, -0.91], [0.40, -1.05, -0.63], [2.08, -2.02, 1.46]], "charge": 0, "gap_ev": 9.20, "multiplicity": 1, "homo_ev": -8.96}



*x*
{"formula": "C5H4O3", "method": "ωB97M-V/def2-TZVPD", "elements": ["C", "C", "C", "C", "C", "H", "H", "H", "H", "O", "O", "O"], "positions_angstrom": [[-2.47, 0.11, 0.38], [-1.12, 0.59, -0.18], [0.92, -0.65, -0.89], [1.72, -0.23, 0.28], [2.44, 0.25, 1.12], [-3.21, 1.02, 0.34], [1.17, -1.78, -0.92], [1.30, -0.08, -1.83], [3.17, 0.52, 1.81], [-2.64, -0.98, 0.76], [-0.84, 1.74, -0.28], [-0.44, -0.50, -0.60]], "charge": 0, "gap_ev": 10.10, "multiplicity": 1, "homo_ev": -10.19}



*y*
{"formula": "C5H4O3", "method": "ωB97M-V/def2-TZVPD", "elements": ["C", "C", "C", "C", "C", "O", "O", "O", "H", "H", "H", "H"], "positions_angstrom": [[-1.14, -1.12, 0.04], [1.30, 0.11, 0.11], [0.35, -1.12, -0.10], [0.87, 1.50, 0.04], [-0.37, 1.83, -0.10], [2.51, -0.10, 0.14], [0.91, -2.21, -0.22], [-1.46, 2.29, -0.12], [1.65, 2.26, 0.01], [-1.42, -1.59, 0.99], [-1.63, -0.16, 0.00], [-1.57, -1.69, -0.79]], "charge": 0, "gap_ev": 9.48, "multiplicity": 1, "homo_ev": -10.03}



Energies relative to the minimum, hartree: *w* 0.0231; *x* 0.0605; *y* 0.0000



*w*
{"formula": "C9H14", "method": "ωB97M-V/def2-TZVPD", "elements": ["C", "C", "C", "C", "C", "C", "C", "H", "H", "H", "H", "H", "H", "H", "H", "C", "C", "H", "H", "H", "H", "H", "H"], "positions_angstrom": [[1.00, 1.34, -1.85], [-0.34, 1.58, 2.26], [1.09, 1.44, 1.89], [-1.21, 1.58, 1.21], [1.51, 1.30, 0.59], [-0.83, 1.42, -0.12], [0.55, 1.31, -0.43], [-0.66, 1.56, 3.29], [1.80, 1.30, 2.70], [-2.23, 1.90, 1.42], [2.45, 0.80, 0.41], [-1.61, 1.41, -0.86], [0.16, 1.33, -2.55], [1.64, 0.52, -2.20], [1.53, 2.27, -2.08], [-0.16, -3.15, -0.09], [-0.98, -2.12, -0.85], [-0.69, -4.11, -0.08], [0.89, -3.12, -0.35], [-0.27, -3.00, 1.00], [-1.35, -2.57, -1.77], [-0.42, -1.25, -1.19], [-1.88, -1.74, -0.35]], "s_squared": 0.7684, "charge": 1, "gap_ev": [9.78, 5.93], "multiplicity": 2, "homo_ev": [-14.28, -14.28]}



*x*
{"formula": "C9H14", "method": "ωB97M-V/def2-TZVPD", "elements": ["C", "C", "H", "H", "H", "H", "H", "H", "C", "C", "C", "C", "C", "C", "C", "H", "H", "H", "H", "H", "H", "H", "H"], "positions_angstrom": [[-0.80, 2.77, 0.80], [-1.93, 2.10, 0.04], [-0.21, 3.36, 0.10], [-1.03, 3.58, 1.51], [-0.17, 1.96, 1.16], [-2.41, 1.28, 0.61], [-1.58, 1.74, -0.92], [-2.87, 2.67, -0.11], [-0.72, -0.71, -1.80], [2.35, -2.19, -0.15], [2.14, -1.73, 1.19], [1.34, -1.97, -1.02], [0.23, -1.10, -0.74], [0.97, -1.06, 1.57], [0.08, -0.66, 0.59], [3.18, -2.87, -0.23], [2.91, -2.07, 1.87], [1.40, -2.41, -2.02], [0.69, -1.23, 2.61], [-0.30, 0.27, -2.12], [-1.64, -0.41, -1.27], [-0.68, -0.02, 1.00], [-0.92, -1.31, -2.67]], "s_squared": 0.7674, "charge": 1, "gap_ev": [10.37, 6.46], "multiplicity": 2, "homo_ev": [-14.68, -14.67]}



Energies relative to the minimum, hartree: *w* 0.0000; *x* 0.0095



*w*
{"formula": "C9H14", "method": "ωB97M-V/def2-TZVPD", "elements": ["C", "C", "C", "C", "C", "C", "C", "H", "H", "H", "H", "H", "H", "H", "H", "C", "C", "H", "H", "H", "H", "H", "H"], "positions_angstrom": [[0.60, -1.00, -3.03], [-1.51, -1.01, -1.64], [-0.32, -0.34, -2.07], [-2.15, -0.75, -0.46], [-1.75, 0.45, 0.18], [-0.01, 0.89, -1.46], [-0.76, 1.30, -0.40], [-1.84, -1.96, -2.04], [-2.97, -1.25, 0.04], [0.95, -0.22, -3.70], [0.07, -1.76, -3.57], [-2.31, 0.79, 1.04], [0.86, 1.49, -1.69], [-0.42, 2.18, 0.11], [1.45, -1.52, -2.61], [1.33, -0.11, 3.31], [1.21, 0.79, 2.02], [2.33, 0.03, 3.71], [0.68, 0.28, 4.08], [1.01, -1.11, 3.04], [1.18, 0.15, 1.15], [2.10, 1.38, 1.82], [0.25, 1.28, 2.17]], "s_squared": 0.7680, "charge": 1, "gap_ev": [10.15, 6.46], "multiplicity": 2, "homo_ev": [-14.59, -14.62]}



*x*
{"formula": "C9H14", "method": "ωB97M-V/def2-TZVPD", "elements": ["C", "C", "H", "H", "H", "H", "H", "H", "C", "C", "C", "C", "C", "C", "C", "H", "H", "H", "H", "H", "H", "H", "H"], "positions_angstrom": [[2.18, -2.14, -1.53], [1.23, -1.97, -2.72], [2.86, -1.28, -1.50], [1.74, -2.14, -0.54], [2.72, -3.08, -1.55], [1.17, -2.88, -3.31], [1.42, -1.17, -3.43], [0.19, -1.90, -2.40], [-2.17, 1.48, 2.91], [-1.42, 2.06, 0.58], [-1.33, 1.27, 1.71], [-0.59, 1.81, -0.50], [-0.33, 0.21, 1.71], [0.26, 0.63, -0.58], [0.33, -0.15, 0.53], [-2.11, 2.88, 0.48], [-0.48, 2.56, -1.28], [-3.11, 0.92, 2.92], [-2.40, 2.53, 3.03], [-0.06, -0.23, 2.65], [0.79, 0.50, -1.52], [0.73, -1.14, 0.50], [-1.61, 1.25, 3.82]], "s_squared": 0.7692, "charge": 1, "gap_ev": [9.94, 6.31], "multiplicity": 2, "homo_ev": [-14.56, -14.56]}



Energies relative to the minimum, hartree: *w* 0.0048; *x* 0.0000



*w*
{"formula": "C4H11NS", "method": "ωB97M-V/def2-TZVPD", "elements": ["C", "C", "C", "S", "C", "N", "H", "H", "H", "H", "H", "H", "H", "H", "H", "H", "H"], "positions_angstrom": [[-1.60, 0.06, -1.10], [-0.32, -0.32, -0.49], [-0.23, 0.40, 0.90], [0.33, -0.93, 2.09], [2.08, -0.87, 1.53], [-1.38, 1.30, -1.86], [-2.43, 0.04, -0.33], [-1.97, -0.71, -1.71], [0.49, 0.03, -1.13], [-0.20, -1.35, -0.12], [-1.14, 0.94, 1.15], [0.63, 1.26, 0.94], [2.49, -1.83, 1.20], [2.15, -0.24, 0.65], [2.65, -0.65, 2.49], [-0.90, 1.05, -2.82], [-0.64, 1.81, -1.38]], "s_squared": 0.7536, "charge": 1, "gap_ev": [9.82, 4.95], "multiplicity": 2, "homo_ev": [-13.52, -13.30]}



*x*
{"formula": "C4H11NS", "method": "ωB97M-V/def2-TZVPD", "elements": ["C", "C", "C", "S", "C", "N", "H", "H", "H", "H", "H", "H", "H", "H", "H", "H", "H"], "positions_angstrom": [[0.05, 0.09, 0.91], [0.17, -1.03, -0.11], [-1.06, -1.19, -1.01], [-2.42, -1.96, -0.15], [0.40, 1.50, 0.38], [1.71, 1.53, -0.23], [-0.86, 0.16, 1.52], [0.80, -0.12, 1.68], [0.99, -0.76, -0.77], [0.45, -1.99, 0.33], [-1.32, -0.29, -1.57], [-0.86, -1.92, -1.82], [-1.85, -1.91, 1.08], [-0.42, 1.89, -0.25], [0.36, 2.10, 1.29], [2.16, 2.42, -0.05], [1.69, 1.46, -1.22]], "s_squared": 0.7531, "charge": 1, "gap_ev": [9.01, 3.89], "multiplicity": 2, "homo_ev": [-12.90, -12.90]}



Energies relative to the minimum, hartree: *w* 0.0279; *x* 0.0000



*w*
{"formula": "CH3N2OS2", "method": "ωB97M-V/def2-TZVPD", "elements": ["C", "N", "N", "O", "S", "S", "H", "H", "H"], "positions_angstrom": [[-1.04, -3.00, 1.09], [0.39, 0.55, -0.40], [-0.78, 0.09, -1.23], [-0.59, -3.34, 0.04], [-1.62, -3.24, 2.54], [-2.11, -0.33, -0.34], [0.20, 1.49, -0.27], [0.04, 0.16, 0.53], [-0.22, -0.58, -1.82]], "charge": -1, "gap_ev": [5.21, 5.21], "multiplicity": 1, "homo_ev": [-2.13, -2.13]}



*x*
{"formula": "CH3N2OS2", "method": "ωB97M-V/def2-TZVPD", "elements": ["C", "N", "N", "O", "S", "S", "H", "H", "H"], "positions_angstrom": [[0.52, -0.10, -1.75], [-0.80, -0.42, 1.34], [0.32, 0.50, 1.34], [1.71, -0.23, -1.83], [-0.91, -0.65, -2.19], [0.32, 1.79, 0.02], [-1.59, 0.02, 1.57], [-0.67, -0.91, 0.49], [1.10, 0.00, 1.02]], "charge": -1, "gap_ev": [6.43, 6.43], "multiplicity": 1, "homo_ev": [-3.05, -3.06]}



Energies relative to the minimum, hartree: *w* 0.0032; *x* 0.0000



*w*
{"formula": "C7H7NS", "method": "ωB97M-V/def2-TZVPD", "elements": ["C", "C", "C", "C", "C", "C", "C", "N", "S", "H", "H", "H", "H", "H", "H", "H"], "positions_angstrom": [[-2.04, 1.10, 0.37], [-1.00, 1.97, -0.01], [-1.87, -0.27, 0.60], [-0.64, -1.00, 0.50], [0.33, 1.68, -0.09], [2.13, -1.50, -0.85], [1.71, -0.92, 0.26], [0.45, -0.40, 0.46], [1.77, 2.20, -0.48], [-2.99, 1.59, 0.20], [-1.20, 3.01, -0.47], [-2.71, -0.82, 0.88], [-0.74, -2.08, 0.40], [3.01, -1.98, -1.09], [1.37, -1.54, -1.70], [2.42, -1.04, 1.03]], "charge": 0, "gap_ev": 7.50, "multiplicity": 1, "homo_ev": -7.67}



*x*
{"formula": "C7H7NS", "method": "ωB97M-V/def2-TZVPD", "elements": ["C", "C", "C", "C", "C", "C", "C", "N", "S", "H", "H", "H", "H", "H", "H", "H"], "positions_angstrom": [[2.64, -0.15, 0.33], [2.09, 0.99, -0.04], [1.85, -1.37, 0.46], [0.70, 1.05, -0.52], [0.52, -1.37, 0.17], [-0.12, -0.16, -0.26], [-5.18, 0.22, 0.12], [-5.73, -0.67, 0.55], [-1.72, 0.11, -0.54], [3.66, -0.22, 0.63], [2.63, 1.81, -0.23], [2.25, -2.30, 0.82], [0.12, 1.95, 0.01], [-0.04, -2.25, 0.34], [-4.46, 1.06, -0.23], [0.78, 1.30, -1.60]], "charge": 0, "gap_ev": 7.49, "multiplicity": 1, "homo_ev": -8.59}



Energies relative to the minimum, hartree: *w* 0.0363; *x* 0.0000